# 1
DFT (the ωB97M-V functional and the def2-TZVPD basis) results for a 2-piece molecular cluster, C4H12 overall.

Output
* highest occupied orbital energy: -0.432 Ha
* calculated total energy: -159.579131 Ha
* molar mass: 60.14 g mol⁻¹
* lowest unoccupied orbital energy: 1.180 eV
* SMILES: CC.CC
* frontier orbital gap: 0.4752 Eh

CARTESIAN COORDINATES (ANGSTROEM)
C 0.156 2.138 -0.665
H 1.108 -1.731 -0.295
H 0.934 2.640 -1.244
H 0.247 -3.084 -1.000
H -1.151 -1.094 0.910
C 0.598 2.015 0.813
H -0.069 1.174 -1.112
H -1.241 -1.050 -0.808
C 0.291 -2.433 -0.131
H -0.155 2.348 1.521
H 0.914 0.993 1.043
C -1.038 -1.722 0.023
H -1.866 -2.432 0.061
H 1.517 2.585 0.924
H 0.509 -3.065 0.732
H -0.754 2.717 -0.772

---

# 2
DFT (the ωB97M-V functional and the def2-TZVPD basis) results for a 2-piece molecular cluster, C5H14NO overall.

Output
* highest occupied orbital energy: -0.556 Ha
* calculated total energy: -328.635366 Ha
* molar mass: 104.17 g mol⁻¹
* lowest unoccupied orbital energy: -4.379 eV
* frontier orbital gap: 0.3951 Eh
* charge: +1

CARTESIAN COORDINATES (ANGSTROEM)
C -0.391 -2.053 2.042
C 0.245 1.706 -1.391
H -0.527 0.785 -3.173
H -0.622 -2.236 3.087
H 1.193 1.943 -0.909
C -1.620 1.127 0.023
N -0.498 0.823 -0.480
H -0.169 -3.018 1.586
H -0.282 2.654 -1.482
H 1.678 -1.579 2.479
O 1.211 -0.856 0.596
H 1.276 -1.709 0.146
H 0.952 1.719 -3.407
H -2.137 0.414 0.658
H 0.641 -0.186 2.440
H -2.044 2.095 -0.215
H 0.094 0.011 -0.101
C 0.441 1.034 -2.743
C 0.820 -1.151 1.958
H -1.266 -1.632 1.551
H 1.006 0.109 -2.665

---

# 3
DFT (the ωB97M-V functional and the def2-TZVPD basis) results for C28H28AuBrN4OS as an isolated structure.

Output
* highest occupied orbital energy: -0.532 Ha
* calculated total energy: -4485.468169 Ha
* molar mass: 745.50 g mol⁻¹
* lowest unoccupied orbital energy: -6.843 eV
* frontier orbital gap: 0.2806 Eh
* charge: +2

CARTESIAN COORDINATES (ANGSTROEM)
H -2.207 -2.956 2.682
H 0.132 -2.414 -8.425
C 3.078 -0.476 2.656
C -0.692 -1.555 -6.645
H 0.412 0.305 -5.880
H -2.073 3.936 -3.268
H 5.331 -2.262 -0.756
C -2.209 3.081 -2.618
C 3.958 -1.765 0.818
H -4.326 3.349 -2.453
C -1.100 2.319 -2.254
C -1.302 1.234 -1.418
H 3.293 2.075 -6.915
H 2.698 -1.697 -0.919
C 0.509 0.081 -3.908
H 3.064 0.547 -5.052
H -4.488 -2.168 2.036
Br 0.666 1.017 2.545
C -2.447 0.083 -6.980
H 4.909 -1.577 2.738
H 1.354 3.038 -8.122
C 2.238 1.218 -5.289
H -4.712 -0.365 0.346
H -0.235 -1.867 1.627
H 5.847 -2.778 0.848
C -1.626 -0.653 -6.126
C 2.006 -0.131 1.858
H -0.118 2.576 -2.625
H 2.286 2.073 -4.612
C -0.571 -1.700 -8.017
C -1.835 -0.518 -4.671
C -3.653 1.686 -1.293
H 2.214 0.788 -7.389
C -1.244 -1.568 1.379
S 1.559 0.253 -2.532
C -1.367 -0.941 -8.866
C -2.302 -0.053 -8.351
H 1.303 3.573 -6.446
C 4.984 -2.663 0.196
H -4.639 1.471 -0.902
H -2.927 0.523 -9.019
C 2.842 -1.363 0.101
H 0.219 2.297 -7.010
N -1.376 -0.583 0.486
H 4.570 -3.655 0.010
C 1.233 2.698 -7.095
N -0.690 -0.531 -3.794
H 3.142 -0.096 3.666
Au 0.217 0.197 -0.625
C -2.600 -0.148 0.103
H -0.991 -0.687 -2.843
C 2.297 1.666 -6.741
C -3.473 2.754 -2.157
C -2.563 0.918 -0.901
O -2.905 -0.433 -4.133
H -0.087 -2.157 -5.977
C -3.606 -1.722 1.596
C -2.343 -2.165 1.960
N 1.880 -0.570 0.601
H -3.188 0.751 -6.561
H -1.268 -1.054 -9.937
C -3.737 -0.710 0.657
N 0.964 0.516 -5.055
C 4.059 -1.299 2.128

---

# 4
DFT (the ωB97M-V functional and the def2-TZVPD basis) results for a 6-piece molecular cluster, C33H60N6 overall at a distorted geometry.

Output
* highest occupied orbital energy: -0.304 Ha
* calculated total energy: -1621.797448 Ha
* molar mass: 540.89 g mol⁻¹
* lowest unoccupied orbital energy: 0.652 eV
* SMILES: CCN(CC)CC.CCN(CC)CC.CCN(CC)CC.c1ccncc1.c1ccncc1.c1ccncc1
* frontier orbital gap: 0.3275 Eh

CARTESIAN COORDINATES (ANGSTROEM)
H 3.885 -4.051 1.776
N -2.308 -1.761 2.945
H -3.381 0.028 -3.384
H -2.715 -0.453 4.429
C -0.262 3.356 3.134
H -6.802 2.632 -1.577
C -1.310 2.588 1.144
H -1.492 4.599 4.346
C -4.101 2.770 -6.094
C 0.046 -1.520 -2.505
H -5.903 3.868 -2.393
H -1.354 2.180 -2.778
H -1.560 0.654 -1.958
H -0.775 -0.634 3.741
C 3.302 0.941 1.939
H -0.577 -2.381 -2.707
C -0.166 2.664 1.950
H 3.337 -4.637 -2.760
C 4.075 0.850 4.127
C 1.549 0.530 -1.684
C -5.175 1.846 -2.677
C -3.059 -1.381 0.553
C 5.736 -1.717 -1.113
H -2.697 1.964 -1.606
C 1.355 0.341 -2.989
C 1.004 -0.377 -0.773
N 4.798 -2.660 -0.555
H 5.393 -0.705 -0.923
H 2.162 1.344 -1.313
C 3.905 2.883 2.973
H 3.169 -1.978 0.604
C 4.355 -3.062 1.936
H 7.685 -2.649 -0.454
H 4.055 -2.638 2.946
N 0.230 -1.349 -1.199
N -2.515 3.134 1.455
H 4.709 -3.674 -3.322
H -3.028 2.686 -6.025
C -3.033 1.079 -3.541
H 3.405 -0.905 3.013
H -3.041 -1.936 -0.400
C -0.948 -1.203 2.804
H -0.175 -3.126 1.926
H -5.765 2.092 -5.022
H -2.480 1.084 -4.467
H -3.229 0.189 2.846
C -4.709 1.865 -5.033
C -2.838 -2.320 1.707
C -4.615 -1.148 3.882
H 4.912 -4.859 -1.992
H -5.306 -1.383 3.018
C -1.427 4.052 3.431
C 0.091 -2.295 2.596
C 3.757 -3.105 -1.424
C 4.244 -4.176 -2.456
H -4.435 2.482 -7.070
H 0.808 2.204 1.742
H 4.123 3.970 2.937
H -1.291 1.999 0.208
H -3.760 -2.929 1.903
H -0.832 -0.383 2.013
H -4.358 3.744 -5.672
H 2.976 -3.546 -0.845
C -6.265 2.891 -2.470
H 4.710 -1.191 0.853
C 7.104 -1.735 -0.474
H -4.006 -0.864 0.504
H 1.158 -0.286 0.338
C 4.230 -2.153 0.699
H 3.186 -2.313 -1.978
H 0.291 -0.860 -4.504
H 0.986 -1.765 2.152
H 7.097 -1.353 0.542
N 3.516 2.242 1.874
H 0.620 3.581 3.795
H 5.771 -1.858 -2.187
H -5.040 -0.247 4.333
H -4.675 1.768 -1.759
H 5.370 -3.409 2.061
C -2.089 1.479 -2.396
N -4.145 2.041 -3.686
H -6.991 2.927 -3.331
H -2.125 -3.117 1.398
H -4.624 0.817 -5.413
C 0.526 -0.713 -3.450
H 3.090 0.467 0.964
H 4.303 0.253 4.989
H -4.690 -2.042 4.444
H 4.759 2.640 4.970
C 3.521 0.173 3.045
H -3.574 4.299 2.817
C 4.272 2.203 4.127
H 7.727 -1.061 -1.113
H 1.821 0.940 -3.745
C -3.172 -0.730 3.497
H -2.315 -0.637 0.405
H 0.371 -2.761 3.527
C -2.552 3.869 2.618
H -5.811 0.822 -2.761

---

# 5
DFT (the ωB97M-V functional and the def2-TZVPD basis) results for a 2-piece molecular cluster, C7H10 overall.

Output
* highest occupied orbital energy: -0.292 Ha
* calculated total energy: -272.529217 Ha
* molar mass: 94.16 g mol⁻¹
* lowest unoccupied orbital energy: 0.392 eV
* frontier orbital gap: 0.3067 Eh

CARTESIAN COORDINATES (ANGSTROEM)
H 2.114 1.047 0.670
C -1.251 1.298 0.873
C -1.227 -0.627 -0.806
H -1.901 2.152 1.036
C 0.013 1.475 0.140
H -1.741 1.426 -1.275
H -0.944 -1.613 0.939
H 1.835 -1.385 0.757
C 0.996 -0.738 0.506
H 1.564 -1.920 -2.228
H -0.093 -2.386 -0.355
H -1.277 0.546 1.656
C 1.152 0.585 0.462
C -1.198 0.791 -0.577
C -0.291 -1.396 0.071
H 0.246 2.478 -0.211
H 2.004 -1.732 -1.659

---

# 6
DFT (the ωB97M-V functional and the def2-TZVPD basis) results for a 2-piece molecular cluster, C6H7Cl2IO2 overall at a distorted geometry.

Output
* highest occupied orbital energy: -0.355 Ha
* calculated total energy: -1601.274697 Ha
* molar mass: 308.93 g mol⁻¹
* lowest unoccupied orbital energy: 0.138 eV
* SMILES: C#CC(=O)OCI.ClCCCl
* frontier orbital gap: 0.3599 Eh

CARTESIAN COORDINATES (ANGSTROEM)
O 0.735 2.066 1.582
H 0.726 0.555 3.135
H 0.815 -0.075 1.369
O 2.523 3.378 1.220
C 2.123 2.291 1.565
I -1.776 0.574 1.866
Cl -0.363 -1.411 -1.104
H -2.840 -0.049 -1.747
C 0.409 0.732 2.061
H -0.847 -0.562 -3.233
C 3.127 1.134 1.937
H 3.939 -1.055 2.158
Cl -3.641 -2.255 -1.504
H -1.229 -2.283 -3.118
C -1.314 -1.323 -2.607
H -3.274 -0.788 -3.293
C -2.759 -0.957 -2.347
C 3.645 0.028 2.061

---

# 7
DFT (the ωB97M-V functional and the def2-TZVPD basis) results for C44H57BiN5O5P as an isolated structure.

Output
* highest occupied orbital energy: -0.265 Ha
* calculated total energy: -2916.991347 Ha
* molar mass: 975.92 g mol⁻¹
* lowest unoccupied orbital energy: -0.823 eV
* frontier orbital gap: 0.2350 Eh

CARTESIAN COORDINATES (ANGSTROEM)
C 1.862 -0.197 -4.354
C -2.689 4.422 -4.375
C 3.799 -1.499 -4.829
C -3.785 3.534 0.623
H 4.023 -1.078 4.866
C 2.375 -1.933 -2.970
H 3.156 0.170 -6.026
C 4.689 0.228 -1.446
C -1.392 4.184 -3.944
H 7.060 -0.235 -0.104
C 2.114 -0.823 3.901
H -0.055 2.755 -3.049
H 5.396 -0.257 -2.122
C -1.170 -1.803 1.452
H -0.711 -5.013 -1.455
N -2.254 -0.277 -3.089
C -2.072 -3.889 -2.673
H -4.276 4.693 2.386
H -2.566 -4.761 -3.080
O 2.850 -0.651 2.654
C -2.791 4.550 0.062
O 3.950 0.474 0.807
H 0.418 -0.093 4.964
H 1.166 1.122 3.904
C 4.421 -3.385 -3.330
H 2.695 -0.685 5.973
H -2.954 5.389 -4.783
H 3.390 0.574 4.936
H 1.005 -2.512 3.171
H -3.167 2.012 -0.783
C -3.652 3.425 -4.274
H -5.291 -1.543 3.775
H -1.863 5.538 2.429
C 1.715 -2.287 3.964
H 4.903 -2.044 1.168
H 2.593 -2.924 3.850
C -1.526 4.518 2.215
N -1.433 0.468 0.685
C -1.424 4.309 0.704
C 4.770 -1.748 0.126
C -2.983 -3.086 2.353
C -1.943 1.829 0.977
N 1.578 -0.912 -3.269
H 2.119 -2.468 -2.061
H -0.120 -1.739 1.195
O 1.709 1.361 1.482
C -0.797 -4.241 1.929
C -2.513 3.500 2.785
H 3.676 -0.008 -1.769
H 6.396 -0.089 1.535
N -1.622 0.725 -2.724
H 1.185 0.620 -4.583
H -2.722 4.443 -1.027
H -5.565 -3.040 2.887
C -3.795 -1.967 2.286
H -4.065 1.403 -3.653
C 6.265 0.213 0.495
C -1.060 2.952 -3.402
Bi 0.162 0.272 -0.783
H -0.641 4.960 -4.016
P 2.492 0.115 1.314
H -5.890 -1.482 2.121
H 3.792 -2.091 -0.207
H -4.064 1.398 0.580
H -4.666 3.618 -4.600
C -2.463 -2.620 -3.060
C -0.963 2.876 0.412
N 3.871 -4.405 -2.627
H 5.541 -2.233 -0.476
H -0.917 2.776 -0.680
H 6.347 1.298 0.436
H -4.768 3.690 0.169
C 4.905 -0.239 -0.014
H 0.250 -4.001 1.741
C -1.822 -1.503 -2.527
H -0.688 5.000 0.283
C 3.491 -2.275 -3.719
H 4.476 -5.147 -2.320
C -0.802 -1.617 -1.578
C -2.025 1.956 -3.317
H 2.887 -4.464 -2.441
C -3.889 3.698 2.143
C -5.213 -2.013 2.792
H -4.599 2.969 2.548
C -1.034 -4.025 -1.763
H -0.993 1.954 2.886
C -3.303 -0.782 1.748
H -3.375 -4.021 2.740
C 3.120 -0.481 4.989
C -1.662 -3.010 1.923
H 4.827 1.308 -1.503
H -3.130 5.570 0.268
C -3.327 2.186 -3.749
H 0.162 -0.159 3.216
H -3.985 0.048 1.689
C 2.962 -0.450 -5.162
C -0.415 -2.902 -1.225
H 0.377 -3.042 -0.498
C -1.980 -0.666 1.295
H -0.545 4.390 2.680
H 0.033 2.704 0.825
H 1.240 -2.510 4.921
H -0.859 -4.773 2.880
C -2.006 2.085 2.493
C -3.301 2.118 0.297
H 4.689 -1.728 -5.401
O 5.598 -3.354 -3.634
H -3.251 -2.466 -3.785
H -1.123 -4.932 1.147
H -2.595 3.630 3.868
C 0.890 0.074 3.993
O 1.802 -0.878 0.334
H -2.640 1.355 2.995

---

# 8
DFT (the ωB97M-V functional and the def2-TZVPD basis) results for an isolated ion of composition C4H8N2 and charge +2 at a distorted geometry.

Output
* highest occupied orbital energy: -0.734 Ha
* calculated total energy: -265.922735 Ha
* molar mass: 84.12 g mol⁻¹
* lowest unoccupied orbital energy: -12.861 eV
* frontier orbital gap: 0.2617 Eh
* charge: +2

CARTESIAN COORDINATES (ANGSTROEM)
H 2.743 -0.873 0.815
C 2.208 -0.380 -0.029
C -2.719 -0.569 -0.099
H 0.514 -1.664 0.293
N -1.584 -0.165 0.137
H 2.642 -1.057 -0.801
H -3.111 -0.704 -1.116
H 0.773 2.023 0.151
C 0.804 -0.627 0.114
H -0.907 2.271 -0.057
N -0.141 1.610 0.003
H 2.538 0.645 -0.187
C -0.349 0.302 0.059
H -3.410 -0.814 0.718

---

# 9
DFT (the ωB97M-V functional and the def2-TZVPD basis) results for a 2-piece molecular cluster, C3H3O4 overall at a distorted geometry.

Output
* highest occupied orbital energy (alpha / beta): -0.144 / -0.149 Ha
* calculated total energy: -416.947083 Ha
* molar mass: 103.05 g mol⁻¹
* lowest unoccupied orbital energy (alpha / beta): 1.804 / 2.195 eV
* frontier orbital gap (alpha / beta): 0.2100 / 0.2292 Eh
* charge: -1

CARTESIAN COORDINATES (ANGSTROEM)
H 0.494 -0.334 -0.824
C -0.029 0.038 0.034
O -2.576 -1.942 -0.663
H 0.338 1.038 0.287
C -2.129 -1.360 0.308
O -2.120 0.982 -0.509
O -1.966 -1.635 1.486
H 0.016 -0.669 0.818
O -4.283 1.842 -0.203
C -1.523 0.022 -0.139